## a
Molecular formula: C5H11N3
Method: DFT, wB97M-V/def2-TZVPD

Last column: natural (NBO) charge in e.
Cartesian coordinates (Å):
C 0.092 -0.716 0.898  -0.46
C -2.267 -0.390 -0.203  -0.44
C 0.144 1.985 0.025  -0.66
C 0.131 0.508 -0.072  0.28
N 2.499 -0.474 -0.013  -0.71
C 0.121 -1.240 -0.572  0.09
N 1.336 -0.227 -0.837  -0.29
N -1.015 -0.192 -0.915  -0.43
H 2.977 -1.312 -0.352  0.36
H 3.171 0.282 -0.166  0.36
H 0.937 -0.908 1.565  0.23
H -0.785 -0.906 1.521  0.20
H 0.120 -2.266 -0.919  0.20
H -3.085 -0.092 -0.868  0.21
H -2.445 -1.441 0.050  0.20
H -2.373 0.236 0.691  0.19
H -0.861 2.386 0.194  0.23
H 0.769 2.317 0.860  0.22
H 0.534 2.450 -0.887  0.24

HOMO energy   -7.94 eV
Net charge   0
Multiplicity   1
Frontier orbital gap   9.010 eV

---

## b
Molecular formula: C5H11N3
Method: DFT, wB97M-V/def2-TZVPD

Last column: natural (NBO) charge in e.
Cartesian coordinates (Å):
C -1.128 -0.552 -1.460  -0.42
C -0.870 1.192 1.279  -0.67
N 0.882 -0.653 1.170  -0.68
N 0.194 -0.487 -0.837  -0.54
C 0.609 -1.486 0.173  0.56
C 0.376 0.814 0.514  0.32
C 1.223 1.773 0.071  -0.69
N 0.767 -2.741 0.017  -0.75
H 1.213 -0.982 2.066  0.41
H 0.921 -0.372 -1.538  0.40
H 0.552 -3.040 -0.930  0.34
H -1.107 -1.234 -2.312  0.20
H -1.874 -0.885 -0.742  0.21
H -1.388 0.448 -1.809  0.22
H -1.348 2.082 0.865  0.22
H -1.587 0.373 1.330  0.22
H -0.595 1.418 2.311  0.23
H 2.104 1.527 -0.510  0.20
H 1.056 2.806 0.344  0.22

HOMO energy   -7.32 eV
Net charge   0
Multiplicity   1
Frontier orbital gap   8.068 eV

---

From most stable to least stable, the computed energies give b, a.